2 unconnected molecules or ions with the total composition C3H4N4O2 at a distorted geometry, computed with the ωB97M-V functional and the def2-TZVPD basis.

Geometry as XYZ:
```
13
C3H4N4O2 (the ωB97M-V functional and the def2-TZVPD basis)
C -1.18320 -1.39585 -0.80531
C -0.49988 -0.21564 -0.63233
C 0.95380 0.48008 1.31045
N -1.03961 -2.13278 0.25280
N -0.20825 -1.61420 1.06791
N 0.17307 -0.32431 0.58468
N 2.89045 -0.41384 -0.21127
O 4.00147 -0.05142 -0.20144
O 2.31898 -1.07390 -0.98704
H -2.06520 -1.67263 -1.42052
H -0.37220 0.51497 -1.43021
H 1.08315 0.06820 2.22609
H 1.06303 1.54626 0.91089
```

Values from the calculation:
* LUMO level (alpha / beta): -1.0 / -1.6 eV
* molecular weight: 128.091 g/mol
* max |F|: 0.08751 Eh/bohr
* gap between HOMO and LUMO (alpha / beta): 8.9 / 6.8 eV

=====

5 unconnected molecules or ions with the total composition C5H18NO6 at a distorted geometry, computed with the ωB97M-V functional and the def2-TZVPD basis.

Geometry as XYZ:
```
30
C5H18NO6 (the ωB97M-V functional and the def2-TZVPD basis)
O -1.95872 0.03925 -2.60457
C -2.34348 0.49581 -1.38754
C -1.25688 1.38377 -0.92204
N -1.18559 1.36024 0.65215
C 0.03422 2.03788 1.08499
C 1.11228 1.50979 0.07940
C 0.27117 1.32289 -1.19893
O -3.23454 0.17537 -0.71147
H -2.44135 -0.58530 -3.15438
H -1.62354 2.43549 -1.04085
H -2.09837 1.64154 1.13002
H -1.07929 0.26037 0.89664
H -0.10138 3.11480 1.02436
H 0.43171 1.81841 2.03338
H 1.92191 2.28286 -0.04934
H 1.54650 0.52890 0.39326
H 0.40802 0.34503 -1.68623
H 0.64141 2.01321 -2.01858
H 1.56470 -1.99278 2.21822
H 1.05854 -0.82092 3.07688
O 0.85664 -1.66618 2.75183
H 1.18393 -3.02984 -2.06861
H 0.11447 -2.17716 -1.22924
O 1.00530 -2.21029 -1.58936
H -1.63444 -1.93576 1.01616
H -0.25524 -1.42721 1.74535
O -0.81715 -1.39193 0.85523
H 3.37175 -1.91413 0.41239
H 2.03035 -1.90513 -0.31199
O 2.47705 -1.70899 0.60288
```

Values from the calculation:
* LUMO level: -2.7 eV
* molecular weight: 188.200 g/mol
* max |F|: 0.10485 Eh/bohr
* gap between HOMO and LUMO: 11.7 eV
* charge: +1

=====

C4H5NS in the gas phase at a distorted geometry, computed with the ωB97M-V functional and the def2-TZVPD basis.

Geometry as XYZ:
```
11
C4H5NS (the ωB97M-V functional and the def2-TZVPD basis)
C -0.78754 -0.64520 -0.27819
C 0.54327 -1.02904 -0.03522
C -1.64832 0.46960 0.16723
C 1.74857 -0.74015 0.66190
N -1.40245 1.68191 0.45745
S 2.93170 0.40812 0.39289
H -1.33330 -1.43445 -0.80347
H 0.80595 -2.03436 -0.49290
H -2.89336 0.35445 0.00949
H -0.30894 1.90855 0.60234
H 2.34441 1.06058 -0.68153
```

Values from the calculation:
* LUMO level: -0.8 eV
* molecular weight: 99.158 g/mol
* max |F|: 0.06849 Eh/bohr
* gap between HOMO and LUMO: 7.5 eV

=====

A molecular structure, C20H33MoN2O9P4, computed with the ωB97M-V functional and the def2-TZVPD basis.

Geometry as XYZ:
```
69
C20H33MoN2O9P4 (the ωB97M-V functional and the def2-TZVPD basis)
Mo 1.44945 0.10103 0.78628
C 0.46494 -3.37830 1.23365
P 0.36095 -1.94567 0.10638
C -1.43230 -1.57473 0.09296
N -2.26502 -2.48430 -0.34605
C -3.58976 -2.27077 -0.17643
C -4.52066 -3.21146 -0.66541
C -5.85201 -2.99953 -0.45480
C -6.31232 -1.85532 0.24913
C -5.43806 -0.92738 0.73348
C -4.05360 -1.11258 0.52437
N -3.17439 -0.20212 0.99730
C -1.90269 -0.41103 0.77265
P -0.65025 0.74095 1.43051
C -0.06219 0.06579 3.02592
C -1.10144 2.55782 1.55234
C -1.04213 3.03526 3.00679
C -2.51250 2.79108 0.98033
C -0.17830 3.40811 0.67071
C 1.12493 -2.43135 -1.53123
C 0.13466 -3.10517 -2.48743
C 2.31699 -3.35365 -1.22519
C 1.64642 -1.16236 -2.19504
H -0.49842 -3.51047 1.72374
H 1.23510 -3.22780 1.99043
H 0.69423 -4.29386 0.69283
H -4.15323 -4.08186 -1.19130
H -6.57620 -3.71398 -0.82254
H -7.37542 -1.72668 0.40144
H -5.77111 -0.05182 1.27355
H -0.16031 0.75153 3.86463
H 1.03522 -0.14087 2.99601
H -0.55658 -0.88001 3.23866
H -1.76593 2.50487 3.62525
H -1.30510 4.09418 3.03304
H -0.05305 2.93253 3.45494
H -3.25550 2.24517 1.55435
H -2.59729 2.48047 -0.06242
H -2.74299 3.85537 1.04274
H 1.29576 1.48702 -0.11530
H -0.57783 4.41944 0.65016
H -0.10501 3.03673 -0.34965
H -0.28455 -4.00167 -2.03348
H 0.64916 -3.40560 -3.40229
H -0.69213 -2.44656 -2.75289
H 1.99728 -4.35984 -0.96632
H 2.95155 -2.97509 -0.41849
H 2.93232 -3.44257 -2.12273
H 0.85947 -0.50317 -2.55493
H 2.35573 -1.39579 -2.98735
H 0.32660 0.21703 -0.39914
O 4.17280 -0.00991 0.34801
P 3.79527 0.36299 -1.13803
O 4.76449 0.22487 -2.19621
O 2.38505 -0.35591 -1.17014
O 2.72446 2.79358 -1.88126
P 2.48803 2.93299 1.53846
O 3.22329 3.98413 2.37778
O 2.45048 1.54578 2.08496
O 1.19149 3.62744 1.15370
H 5.10834 -0.14098 0.58149
H 4.00985 3.75718 2.89834
C 3.22473 2.47302 -4.12501
O 2.50306 1.90922 -2.99438
C 3.18110 2.14464 -0.87990
O 3.40455 2.90198 0.15545
H 2.92710 1.80997 -4.93602
H 4.29572 2.41233 -3.94932
H 2.87770 3.48564 -4.31206
```

Values from the calculation:
* LUMO level: -10.3 eV
* molecular weight: 665.325 g/mol
* max |F|: 0.00743 Eh/bohr
* gap between HOMO and LUMO: 6.2 eV
* charge: +3

=====

16 unconnected molecules or ions with the total composition C25H82O24 at a distorted geometry, computed with the ωB97M-V functional and the def2-TZVPD basis.

Geometry as XYZ:
```
131
C25H82O24 (the ωB97M-V functional and the def2-TZVPD basis)
O 1.56908 1.70092 -3.26088
H 1.71561 1.54431 -4.19374
H 1.19791 2.58232 -3.22090
O 0.93164 3.83907 1.41584
H 0.39681 4.19938 0.70847
H 1.39064 3.09983 1.01699
O 1.08799 0.37186 3.06232
H 1.49380 -0.42792 3.39685
H 1.64279 0.63319 2.32738
O -1.26019 0.42020 4.48765
H -0.45629 0.46714 3.97018
H -1.91041 0.05397 3.88822
O -2.93028 -4.23741 -0.61640
H -2.56359 -3.76726 -1.36521
H -2.44637 -3.90167 0.13815
C -1.81033 3.87364 3.31436
C -2.42129 5.22702 3.66368
O -3.77138 5.17180 4.02924
O -2.25843 3.28517 2.05248
H -2.10811 3.10873 4.03153
H -0.72436 3.96587 3.29824
H -2.26750 5.83118 2.76956
H -1.86448 5.69093 4.47784
H -4.27395 4.89611 3.25917
H -2.21517 3.95946 1.37052
C -1.01040 -4.20947 2.49606
C -2.18363 -4.91561 3.19112
O -2.71262 -4.12566 4.22528
O -1.51328 -3.17014 1.68212
H -0.34548 -4.84461 1.91075
H -0.37107 -3.85210 3.30331
H -1.75499 -5.86419 3.51449
H -2.93185 -5.20944 2.45496
H -2.09289 -4.17726 4.95662
H -1.96625 -2.57436 2.28334
C 4.07613 1.48508 1.80932
C 5.02326 0.25976 1.59902
O 6.38021 0.52333 1.99960
O 2.84543 1.33498 1.00402
H 4.57540 2.38839 1.45880
H 3.79074 1.58237 2.85679
H 5.18244 0.02407 0.54678
H 4.61191 -0.59198 2.14071
H 6.55422 -0.08843 2.71867
H 3.04207 1.18956 0.07569
C -1.66189 3.08441 -3.53565
C -0.78389 4.34177 -3.96610
O 0.41716 4.24143 -3.34417
O -2.03929 3.14598 -2.12269
H -0.98532 2.23411 -3.62132
H -2.55014 2.94029 -4.15075
H -1.25624 5.29877 -3.74443
H -0.62977 4.19971 -5.03576
H 0.80420 5.11858 -3.29514
H -2.12982 2.22120 -1.88149
C 0.81636 -4.47358 -2.51967
C 0.37013 -5.02620 -1.20461
O 0.23275 -6.43792 -1.35235
O -0.16799 -4.61248 -3.49846
H 1.76176 -4.86789 -2.89226
H 0.90557 -3.41886 -2.25950
H -0.59359 -4.69208 -0.82027
H 1.14807 -4.97879 -0.44260
H -0.52933 -6.50083 -1.93276
H -0.73903 -3.84200 -3.45523
C -0.94160 0.30534 0.12689
C 0.01700 -0.78289 -0.36118
O 0.22544 -0.70155 -1.76071
O -0.31018 1.60900 0.13499
H -1.05785 0.16305 1.20130
H -1.90436 0.27238 -0.38311
H -0.40129 -1.76745 -0.15197
H 0.95850 -0.69859 0.18157
H 0.83774 0.01734 -1.93358
H -0.84577 2.13772 0.73096
C -0.16697 7.16037 0.25159
C -1.12459 6.23879 -0.64433
O -0.98759 4.87106 -0.34192
O -0.34995 8.47968 -0.26629
H 0.82928 6.74016 0.11372
H -0.39892 7.11185 1.31552
H -0.92886 6.42389 -1.70052
H -2.16895 6.53994 -0.56232
H -1.26802 4.40049 -1.13029
H 0.35029 9.07968 0.00067
C 5.75532 0.06739 -2.61473
C 4.61956 1.13783 -2.39315
O 3.48432 0.58519 -1.77797
O 5.38942 -0.71429 -3.76821
H 5.85496 -0.66135 -1.81030
H 6.76786 0.42391 -2.80386
H 4.24952 1.47116 -3.36271
H 4.90380 1.95569 -1.73102
H 2.77235 0.96967 -2.29458
H 5.19274 -0.09133 -4.47165
C -2.10131 -0.92948 -4.67075
C -2.50697 -1.27443 -3.27333
C -3.89639 -1.95744 -3.24631
O -1.61791 -2.26691 -2.85605
H -2.80971 -0.45271 -5.34823
H -1.69916 -1.77133 -5.23436
H -1.29507 -0.20189 -4.57751
H -2.53721 -0.32231 -2.74357
H -4.60207 -1.44868 -3.90303
H -4.34994 -2.04682 -2.25919
H -3.79166 -2.91172 -3.76252
H -0.90600 -1.75154 -2.46982
C 3.37851 -2.86897 0.14695
C 3.65677 -4.04484 1.20764
C 4.20874 -5.32726 0.52188
O 4.61887 -3.63643 2.16170
H 3.19317 -1.99625 0.77314
H 2.54888 -3.09907 -0.52154
H 4.28728 -2.63576 -0.40788
H 2.78869 -4.26075 1.83047
H 5.06024 -5.02536 -0.08796
H 3.41203 -5.74232 -0.09544
H 4.61326 -6.06755 1.21213
H 4.30261 -2.80825 2.53006
C -4.05456 0.33613 2.65397
C -4.18234 -1.12672 3.14747
C -4.89759 -1.96028 2.06023
O -2.95432 -1.68934 3.29641
H -3.47109 0.80351 3.44720
H -5.04198 0.79735 2.63488
H -3.48439 0.34038 1.72500
H -4.62004 -1.07479 4.14438
H -5.78578 -1.45262 1.68406
H -5.17351 -2.94495 2.43759
H -4.22673 -2.09730 1.21213
H -3.14951 -2.55462 3.66354
```

Values from the calculation:
* LUMO level (alpha / beta): 1.7 / 1.7 eV
* expectation value of S²: 0.750
* molecular weight: 766.907 g/mol
* max |F|: 0.06679 Eh/bohr
* gap between HOMO and LUMO (alpha / beta): 1.8 / 9.4 eV
* 2S+1: 2
* charge: -1

=====

A molecular structure, C30H36Br2CrN8O5S2, computed with the ωB97M-V functional and the def2-TZVPD basis.

Geometry as XYZ:
```
84
C30H36Br2CrN8O5S2 (the ωB97M-V functional and the def2-TZVPD basis)
Cr 0.76832 -1.49262 0.54363
Br 6.78140 -0.38158 3.36068
C 5.08478 -0.69770 2.63543
C 4.05945 -1.17660 3.43520
C 2.82960 -1.38656 2.84464
N 2.58662 -1.15707 1.55353
C 3.58195 -0.68639 0.78255
C 4.84758 -0.44502 1.29486
C 3.22241 -0.40292 -0.62811
C 4.13939 0.00869 -1.57359
C 3.68627 0.26649 -2.86278
Br 4.90063 0.82975 -4.17436
C 2.35018 0.11318 -3.16566
C 1.49903 -0.31149 -2.15819
N 1.92233 -0.56738 -0.92526
H 4.20881 -1.37982 4.48520
H 1.99697 -1.74741 3.43304
H 5.63903 -0.05786 0.67216
H 5.18589 0.12697 -1.33923
H 1.96172 0.33073 -4.14871
H 0.44349 -0.45234 -2.34128
C 1.62320 1.82132 2.55971
C 0.42653 1.58723 1.70885
N 0.09614 0.47737 1.06217
C -1.08607 0.74194 0.40631
C -1.47687 2.01644 0.66705
N -0.51644 2.52125 1.49865
C -2.55815 2.90500 0.17547
O -3.40102 2.39200 -0.68982
O -2.60579 4.04501 0.57624
C -1.63711 -0.29452 -0.50070
O -2.67129 -0.07063 -1.13536
O -0.94232 -1.36362 -0.53181
H 2.53635 1.60744 2.00547
H 1.60060 1.18868 3.44690
H 1.65851 2.85997 2.88247
H -0.52215 3.47867 1.82085
H -3.18259 1.42980 -0.90194
N -3.44674 -3.58472 5.89660
C -2.65817 -4.35311 5.12867
S -2.58674 -5.98375 5.22777
C -1.85726 -3.60742 4.10872
C -2.36393 -2.49637 3.44715
C -1.59698 -1.87740 2.47604
N -0.37277 -2.29180 2.14425
C 0.11469 -3.36621 2.78654
C -0.58397 -4.04402 3.76053
H -4.01445 -4.03019 6.59900
H -3.37453 -2.58193 5.90195
H -3.36283 -2.12877 3.63867
H -1.98789 -1.02505 1.94026
H 1.09258 -3.70285 2.46795
H -0.16458 -4.92183 4.23109
C -0.60929 -4.58812 -0.23602
C 0.75103 -4.15205 -0.75320
C 0.70254 -3.77195 -2.22319
O 1.30726 -3.04989 -0.02313
H -0.97089 -5.41892 -0.84353
H -1.33011 -3.77372 -0.30704
H -0.55646 -4.93937 0.79423
H 1.46452 -4.97089 -0.61914
H -0.03816 -2.98658 -2.38133
H 0.41983 -4.63613 -2.82502
H 1.67934 -3.42390 -2.56235
C -1.72391 1.55092 -4.13052
N -1.82395 2.97117 -3.84285
C -2.35312 3.77283 -4.94177
C -1.09039 3.52691 -2.84831
S 0.20158 2.69680 -2.13357
N -1.43611 4.77721 -2.46984
C -2.82336 5.23894 -2.48332
C -0.54888 5.57848 -1.64460
H -2.58292 1.26971 -4.73838
H -1.74658 0.97294 -3.21101
H -0.80643 1.31809 -4.68030
H -1.98755 3.35632 -5.88203
H -2.00081 4.79693 -4.86521
H -3.44419 3.76957 -4.96356
H -3.49056 4.41661 -2.72201
H -2.97187 6.05303 -3.19539
H -3.07474 5.58866 -1.48219
H 0.48617 5.38221 -1.90683
H -0.69837 5.36444 -0.58319
H -0.77744 6.62878 -1.82483
```

Values from the calculation:
* LUMO level (alpha / beta): -3.4 / -3.5 eV
* expectation value of S²: 0.759
* molecular weight: 864.607 g/mol
* max |F|: 0.00290 Eh/bohr
* gap between HOMO and LUMO (alpha / beta): 6.7 / 6.6 eV
* 2S+1: 2
* charge: +1

=====

2 unconnected molecules or ions with the total composition C3H3Cl at a distorted geometry, computed with the ωB97M-V functional and the def2-TZVPD basis.

Geometry as XYZ:
```
7
C3H3Cl (the ωB97M-V functional and the def2-TZVPD basis)
C 1.50648 0.69413 1.11205
C 0.74431 -0.04713 0.53200
C -1.38765 0.40732 -1.29801
Cl -0.72756 1.57902 -2.15486
H 2.34318 1.32636 1.26916
H -1.28958 -0.53533 -1.63767
H -1.94775 0.82429 -0.48595
```

Values from the calculation:
* LUMO level: -2.5 eV
* molecular weight: 74.510 g/mol
* max |F|: 0.07920 Eh/bohr
* gap between HOMO and LUMO: 6.5 eV

=====

5 unconnected molecules or ions with the total composition C15H43BBrNO12PS4 at a distorted geometry, computed with the ωB97M-V functional and the def2-TZVPD basis.

Geometry as XYZ:
```
78
C15H43BBrNO12PS4 (the ωB97M-V functional and the def2-TZVPD basis)
C -1.53574 -4.57729 0.28599
C -1.60038 -3.49009 1.38228
P -0.46914 -3.95468 2.77310
C 1.21804 -3.82659 1.97884
B -0.50024 -2.58810 4.17862
N -1.35849 -1.33849 3.86359
Br -1.24198 -3.47780 5.91829
H -1.56914 -5.55338 0.76603
H -0.60995 -4.50540 -0.27812
H -2.41213 -4.45967 -0.35902
H -2.63609 -3.39075 1.69659
H -1.29495 -2.55319 0.90825
H 1.39240 -4.74849 1.42998
H 1.27573 -2.98833 1.28297
H 1.95225 -3.72913 2.77128
H 0.65688 -2.31705 4.43107
H -2.07060 -1.28392 4.58749
H -0.76998 -0.53333 4.06303
O -4.61085 -3.76641 -0.67180
S -5.78951 -4.57211 -0.56851
O -5.83651 -5.89871 -1.10048
O -7.03053 -3.73640 -1.13007
C -6.92043 -3.19868 -2.46187
C -7.11543 -4.25586 -3.53106
C -6.29655 -4.61942 1.11580
H -5.96295 -2.68738 -2.57990
H -7.70209 -2.44486 -2.53878
H -6.30087 -4.97897 -3.52503
H -7.15053 -3.79070 -4.51674
H -8.04186 -4.80566 -3.36245
H -6.29530 -3.60778 1.51183
H -5.57698 -5.23689 1.64988
H -7.28775 -5.06187 1.16963
O -3.41241 -0.67183 -3.85486
S -2.28171 -0.54417 -2.98004
O -1.40272 0.58546 -3.10179
O -1.41906 -1.87954 -3.05594
C -0.99236 -2.33918 -4.34775
C 0.17519 -1.53725 -4.89108
C -2.79906 -0.71272 -1.31107
H -1.83537 -2.33553 -5.04179
H -0.69420 -3.37609 -4.20438
H -0.11959 -0.51276 -5.11674
H 0.55092 -1.99320 -5.80807
H 0.98165 -1.49198 -4.15906
H -3.43291 -1.59339 -1.22772
H -3.35713 0.18341 -1.04718
H -1.92331 -0.80571 -0.67304
O 3.85492 2.00977 -1.77470
S 3.09759 3.06914 -1.18039
O 2.13277 2.79870 -0.16244
O 2.40740 3.91506 -2.34187
C 1.59638 3.19438 -3.29684
C 0.23657 2.81188 -2.74816
C 4.18940 4.32523 -0.60636
H 2.14065 2.31794 -3.65360
H 1.47701 3.86845 -4.14422
H 0.32134 2.07784 -1.95156
H -0.37615 2.39103 -3.53353
H -0.26384 3.68984 -2.33424
H 4.90269 4.56186 -1.39076
H 4.70590 3.93382 0.26726
H 3.60392 5.19898 -0.33347
O 6.31346 5.57882 1.90678
S 6.30197 6.59664 2.91295
O 7.43027 7.45752 3.09039
O 5.92290 5.93225 4.30798
C 6.70219 4.80181 4.75072
C 8.05837 5.20998 5.29124
C 4.85169 7.58039 2.74132
H 6.79763 4.07709 3.94092
H 6.11460 4.33276 5.53709
H 8.69474 5.61126 4.50333
H 8.56182 4.34800 5.72931
H 7.95131 5.98437 6.05104
H 3.99154 6.92367 2.64240
H 4.97620 8.18336 1.84452
H 4.75845 8.21998 3.61469
```

Values from the calculation:
* LUMO level: 1.7 eV
* molecular weight: 679.462 g/mol
* max |F|: 0.02192 Eh/bohr
* gap between HOMO and LUMO: 5.0 eV
* charge: -1